{
  "formula": "C35H36F12N7O3P2Ta",
  "method": "wB97M-V/def2-TZVPD",
  "symbols": ["Ta", "C", "N", "C", "C", "N", "C", "P", "C", "N", "C", "C", "N", "C", "C", "N", "C", "C", "N", "C", "H", "H", "H", "H", "H", "H", "H", "H", "H", "H", "H", "H", "H", "H", "H", "C", "C", "C", "C", "C", "N", "C", "C", "C", "C", "C", "C", "C", "C", "O", "C", "F", "F", "F", "C", "F", "F", "F", "C", "C", "C", "O", "C", "F", "F", "F", "C", "F", "F", "F", "H", "H", "H", "H", "H", "H", "H", "H", "H", "H", "H", "H", "C", "P", "C", "C", "O", "H", "H", "H", "H", "H", "H", "H", "H", "H"],
  "positions_angstrom": [[0.369, 0.790, -0.497], [4.673, 4.445, 1.273], [3.702, 3.934, 0.342], [3.592, 4.251, -0.973], [2.513, 3.559, -1.455], [1.966, 2.830, -0.452], [2.698, 3.076, 0.633], [2.554, 2.314, 2.298], [0.651, 2.125, 2.215], [0.164, 1.655, 1.164], [-2.141, 1.233, 2.704], [-1.438, 2.185, 3.321], [-0.088, 2.483, 3.291], [0.432, 3.242, 4.406], [2.881, 0.645, 1.616], [2.354, 0.110, 0.511], [3.073, -1.010, 0.243], [4.039, -1.157, 1.198], [3.903, -0.113, 2.056], [4.694, 0.147, 3.230], [5.508, 4.888, 0.735], [5.053, 3.646, 1.914], [4.226, 5.215, 1.904], [4.264, 4.930, -1.453], [2.114, 3.542, -2.449], [-3.217, 1.247, 2.840], [-2.012, 2.839, 3.966], [-0.278, 4.023, 4.675], [1.379, 3.712, 4.148], [0.578, 2.597, 5.273], [2.850, -1.631, -0.601], [4.782, -1.917, 1.318], [5.288, -0.733, 3.468], [4.045, 0.377, 4.074], [5.364, 0.994, 3.072], [-5.094, -4.171, 0.411], [-3.885, -3.336, 0.153], [-3.421, -3.098, -1.136], [-2.264, -2.382, -1.328], [-1.535, -1.781, -0.284], [-0.331, -1.150, -0.689], [0.389, -2.040, -1.529], [0.464, -3.394, -1.177], [1.095, -4.328, -1.972], [1.651, -3.967, -3.194], [2.338, -4.946, -4.089], [1.579, -2.628, -3.565], [0.999, -1.669, -2.747], [1.115, -0.190, -3.082], [1.437, 0.482, -1.941], [-0.211, 0.436, -3.564], [-0.518, 0.309, -4.837], [-1.259, -0.058, -2.861], [-0.199, 1.758, -3.255], [2.234, 0.182, -4.087], [2.360, 1.517, -4.100], [2.041, -0.211, -5.342], [3.399, -0.312, -3.670], [-2.073, -1.923, 1.016], [-3.205, -2.724, 1.194], [-1.572, -1.113, 2.214], [-1.705, 0.246, 1.812], [-0.090, -1.410, 2.592], [0.050, -2.451, 3.397], [0.686, -1.667, 1.522], [0.491, -0.361, 3.196], [-2.348, -1.359, 3.545], [-3.610, -0.933, 3.478], [-1.757, -0.681, 4.537], [-2.382, -2.626, 3.928], [-5.100, -5.054, -0.225], [-5.137, -4.489, 1.449], [-5.992, -3.598, 0.182], [-3.945, -3.498, -1.991], [-1.892, -2.268, -2.334], [0.017, -3.714, -0.250], [1.133, -5.356, -1.646], [2.263, -5.958, -3.699], [1.903, -4.915, -5.088], [3.394, -4.689, -4.185], [1.993, -2.349, -4.521], [-3.603, -2.903, 2.176], [-3.573, 2.377, -2.712], [-3.077, 2.036, -0.995], [-4.142, 0.684, -0.401], [-3.427, 3.514, 0.010], [-1.598, 1.673, -0.919], [-4.514, 2.921, -2.714], [-3.705, 1.447, -3.262], [-2.816, 2.977, -3.212], [-5.158, 0.870, -0.740], [-4.144, 0.635, 0.682], [-3.787, -0.260, -0.807], [-4.465, 3.807, -0.125], [-2.778, 4.337, -0.284], [-3.256, 3.283, 1.058]],
  "mulliken_charge": [1.19, -0.67, 0.12, -0.83, -0.73, 0.54, -0.06, -0.54, 0.56, 0.31, -1.23, -0.79, 0.34, -0.97, -0.14, 0.39, -0.67, -1.06, 0.23, -0.81, 0.33, 0.25, 0.32, 0.50, 0.61, 0.57, 0.57, 0.40, 0.36, 0.33, 0.57, 0.52, 0.34, 0.37, 0.29, -1.69, 0.28, -1.03, -0.13, 0.19, 0.96, -0.09, -0.21, -1.28, 0.56, -1.54, -0.86, -0.30, 1.51, -0.17, 0.22, -0.29, -0.05, -0.24, 0.44, -0.18, -0.24, -0.23, -0.83, -0.68, 1.78, 1.07, 0.17, -0.32, 0.00, -0.32, -0.24, -0.27, -0.25, -0.23, 0.41, 0.44, 0.29, 0.50, 0.56, 0.64, 0.39, 0.41, 0.37, 0.32, 0.68, 0.46, -1.28, 0.76, -0.50, -1.13, -1.15, 0.49, 0.35, 0.33, 0.65, -0.01, -0.05, 0.47, 0.35, 0.25],
  "charge": 2,
  "e_lumo_ev": -5.8,
  "max_force_ev_per_a": 3.72
}

***

{
  "formula": "C8H28CoN9O6",
  "method": "wB97M-V/def2-TZVPD",
  "symbols": ["Co", "O", "H", "C", "C", "C", "O", "C", "N", "H", "H", "H", "H", "H", "H", "H", "H", "H", "H", "H", "C", "O", "N", "N", "H", "H", "H", "H", "C", "O", "N", "N", "H", "H", "H", "H", "C", "O", "N", "N", "H", "H", "H", "H", "C", "O", "N", "N", "H", "H", "H", "H"],
  "positions_angstrom": [[-0.862, 2.409, -0.635], [0.444, 1.542, 0.572], [0.600, 1.285, 1.502], [-2.535, 0.425, -3.413], [-2.836, 0.325, -1.887], [-3.533, -0.902, -1.320], [-3.558, -0.990, 0.082], [-4.174, -2.162, 0.644], [-1.541, 0.420, -1.152], [-1.700, -0.218, -3.692], [-2.332, 1.402, -3.851], [-3.327, 0.076, -4.076], [-3.493, 1.107, -1.506], [-3.125, -1.816, -1.753], [-4.571, -0.906, -1.652], [-4.424, -2.109, 1.704], [-3.732, -3.050, 0.191], [-5.225, -2.266, 0.373], [-0.882, -0.316, -1.363], [-1.797, 0.047, -0.249], [1.203, 1.654, -2.831], [0.571, 2.401, -2.095], [1.782, 0.537, -2.473], [1.133, 1.766, -4.117], [2.129, -0.093, -3.182], [1.739, 0.298, -1.492], [0.486, 2.492, -4.391], [1.905, 1.345, -4.613], [3.558, 2.849, 1.138], [4.572, 3.478, 1.383], [3.292, 2.338, 0.010], [2.514, 2.689, 1.976], [2.402, 1.859, 0.031], [3.565, 2.864, -0.807], [1.673, 2.346, 1.536], [2.522, 3.088, 2.904], [0.540, -2.105, 4.166], [1.675, -1.843, 4.484], [-0.045, -3.223, 4.316], [-0.331, -1.239, 3.731], [0.292, -4.046, 4.794], [-1.026, -3.109, 4.103], [-1.248, -1.577, 3.478], [0.010, -0.302, 3.568], [2.319, -1.604, 0.639], [2.632, -2.735, 0.472], [1.243, -1.001, 0.162], [3.099, -0.771, 1.299], [0.683, -1.681, -0.332], [0.977, -0.080, 0.480], [2.909, 0.219, 1.237], [3.828, -1.115, 1.908]],
  "mulliken_spin": [2.77, 0.10, 0.01, 0.00, -0.01, 0.00, 0.00, 0.00, 0.05, 0.00, 0.00, 0.00, 0.01, 0.00, 0.00, 0.00, 0.00, 0.00, 0.00, 0.00, 0.01, 0.04, 0.00, 0.01, 0.00, 0.00, 0.00, 0.00, 0.00, 0.00, 0.00, 0.00, 0.00, 0.00, 0.00, 0.00, 0.00, 0.00, 0.00, 0.00, 0.00, 0.00, 0.00, 0.00, 0.00, 0.00, 0.00, 0.00, 0.00, 0.00, 0.00, 0.00],
  "charge": 1,
  "multiplicity": 4,
  "e_lumo_ev": [-5.3, -5.3],
  "max_force_ev_per_a": 6.70
}

***

{
  "formula": "C26H35ClFN3O",
  "method": "wB97M-V/def2-TZVPD",
  "symbols": ["Cl", "C", "N", "C", "C", "N", "F", "C", "C", "C", "C", "H", "H", "H", "H", "H", "H", "H", "H", "H", "H", "H", "H", "H", "H", "C", "O", "C", "C", "C", "C", "C", "C", "N", "C", "C", "C", "C", "C", "C", "C", "C", "C", "C", "C", "C", "H", "H", "H", "H", "H", "H", "H", "H", "H", "H", "H", "H", "H", "H", "H", "H", "H", "H", "H", "H", "H"],
  "positions_angstrom": [[-1.555, 5.512, 4.187], [-0.500, 4.129, 4.750], [-0.312, 3.063, 3.718], [-1.656, 2.406, 3.320], [-1.362, 1.314, 2.323], [0.094, 1.239, 2.074], [0.284, -2.196, 0.735], [0.785, 0.899, 3.343], [0.571, 1.982, 4.338], [0.600, 2.492, 1.486], [0.395, 3.622, 2.442], [0.479, 4.568, 5.010], [-0.995, 3.705, 5.642], [-2.079, 2.016, 4.258], [-2.288, 3.205, 2.913], [-1.685, 0.346, 2.708], [-1.877, 1.495, 1.375], [0.377, -0.037, 3.700], [1.841, 0.754, 3.148], [1.486, 2.502, 4.612], [0.030, 1.654, 5.228], [1.658, 2.367, 1.252], [0.067, 2.670, 0.549], [-0.267, 4.405, 2.058], [1.335, 4.036, 2.818], [4.754, 1.559, -3.897], [4.903, 1.023, -2.563], [3.966, 0.110, -2.171], [3.918, -0.214, -0.781], [2.842, -0.915, -0.260], [1.787, -1.375, -1.083], [0.635, -2.286, -0.589], [-0.657, -2.139, -1.340], [-1.497, -3.120, -1.032], [-1.054, -4.169, -0.132], [-2.214, -5.139, -0.013], [-3.453, -4.377, -0.479], [-2.956, -3.109, -1.206], [-1.091, -0.983, -2.138], [-0.952, 0.361, -1.712], [-1.388, 1.399, -2.533], [-1.996, 1.136, -3.772], [-2.216, -0.188, -4.185], [-1.771, -1.214, -3.372], [1.932, -1.146, -2.465], [2.978, -0.418, -3.031], [5.564, 2.285, -3.979], [4.865, 0.776, -4.660], [3.782, 2.061, -4.017], [4.716, 0.169, -0.147], [2.791, -1.098, 0.818], [1.058, -3.316, -0.636], [-0.168, -4.681, -0.531], [-0.826, -3.802, 0.878], [-2.010, -5.992, -0.665], [-2.322, -5.536, 1.001], [-4.062, -4.966, -1.168], [-4.104, -4.117, 0.364], [-3.433, -2.210, -0.762], [-3.232, -3.122, -2.273], [-0.565, 0.560, -0.703], [-1.226, 2.446, -2.237], [-2.251, 1.959, -4.444], [-2.690, -0.427, -5.151], [-1.936, -2.261, -3.669], [1.163, -1.497, -3.146], [2.993, -0.178, -4.103]],
  "mulliken_charge": [-0.09, -0.44, -0.27, -0.59, -0.54, 0.00, -0.45, -0.67, -0.59, -0.35, -0.63, 0.42, 0.41, 0.35, 0.42, 0.44, 0.24, 0.43, 0.35, 0.43, 0.38, 0.55, 0.04, 0.43, 0.33, -0.82, -0.43, 0.86, -0.89, -0.26, -0.56, 0.82, 0.57, 0.27, -0.53, -0.61, -0.60, -0.45, -0.38, 0.51, -0.60, -0.55, -0.94, -0.35, -0.61, -0.60, 0.25, 0.33, 0.37, 0.43, 0.41, 0.47, 0.27, 0.34, 0.31, 0.36, 0.30, 0.32, 0.25, 0.32, 0.32, 0.41, 0.42, 0.41, 0.53, 0.36, 0.38],
  "charge": 2,
  "e_lumo_ev": -6.3,
  "max_force_ev_per_a": 2.88
}

***

{
  "formula": "CH6N3O2",
  "method": "wB97M-V/def2-TZVPD",
  "symbols": ["C", "N", "N", "N", "O", "O", "H", "H", "H", "H", "H", "H"],
  "positions_angstrom": [[-0.065, -0.331, 0.346], [0.699, 0.268, 1.182], [-0.102, 0.451, -2.174], [-1.028, -1.185, 0.450], [0.715, -0.018, 2.613], [0.797, 1.398, -2.342], [1.695, 0.705, 0.965], [0.278, -0.511, -2.414], [-1.502, -1.437, 1.289], [-1.508, -1.220, -0.443], [-0.174, -0.362, 2.732], [0.194, 2.242, -2.204]],
  "mulliken_charge": [0.33, -0.08, -0.22, -0.33, -0.33, -0.23, 0.33, 0.30, 0.20, 0.29, 0.30, 0.44],
  "charge": 1,
  "e_lumo_ev": [-5.0, -6.7],
  "max_force_ev_per_a": 3.42
}